Here is a molecular structure, C43H37CaN3OP2S2 from the Open Molecules 2025 dataset. Energies are from ωB97M-V with the def2-TZVPD basis set.

As for the energy above the lowest of the compared OMol25 structures with the same formula, charge and spin: 692.9 kJ/mol. For the energy, the calculation gives -4056.788879 a.u. Its net charge is -2. The value obtained for the molecular weight is 777.9 u. The LUMO energy is 4.2287 eV.

The geometry in XYZ format:
```
89
C43H37CaN3OP2S2 (ωB97M-V with the def2-TZVPD basis set)
H 17.44 11.58 21.20
H 13.68 11.82 23.96
C 11.89 13.36 17.10
P 12.81 11.17 21.34
C 10.67 14.02 20.80
C 14.18 12.54 23.36
H 10.71 6.20 19.54
C 16.24 9.58 19.15
N 13.26 8.75 20.17
H 10.67 16.88 23.53
C 9.86 14.96 22.86
C 11.03 10.33 15.22
C 14.31 10.40 13.31
H 14.81 8.88 22.95
P 10.83 12.56 19.57
C 15.11 9.49 22.09
C 15.50 14.46 23.07
O 7.90 8.57 21.02
C 13.51 8.98 15.08
H 8.04 5.61 19.90
H 11.82 11.64 13.88
C 14.12 9.73 20.97
H 9.33 14.88 23.83
H 14.19 13.32 20.07
H 16.07 15.28 23.57
C 16.10 12.21 18.59
H 9.36 9.37 17.52
H 10.01 10.74 15.21
C 16.27 10.16 21.96
H 16.31 9.34 18.01
C 17.25 12.37 17.97
C 8.56 6.60 19.63
H 8.46 6.70 18.56
S 9.03 11.65 19.64
H 17.00 10.05 22.80
C 13.88 12.45 22.00
C 9.99 6.75 20.17
H 6.11 6.79 19.27
C 10.61 16.17 22.77
H 9.37 12.99 22.16
C 17.60 9.74 19.91
H 12.39 15.18 20.00
C 16.82 10.80 20.76
C 12.07 10.78 14.39
C 15.31 14.42 21.69
Ca 10.50 9.36 20.29
C 11.53 15.14 20.71
H 19.20 11.81 17.56
C 9.87 13.94 21.94
C 13.78 9.20 19.06
H 8.98 14.50 18.38
H 13.43 8.99 18.05
H 10.65 8.08 17.83
N 15.19 10.49 12.59
H 19.56 9.84 18.74
H 17.31 13.24 17.27
C 12.46 8.56 15.93
C 11.39 16.21 21.66
C 18.60 10.41 18.92
H 12.66 13.83 15.09
C 10.80 13.48 17.93
H 5.63 8.33 19.84
C 12.20 11.66 19.87
C 13.37 10.12 14.28
H 12.70 7.51 16.30
N 6.23 7.53 19.87
C 14.46 13.43 21.15
C 11.18 9.19 16.14
C 14.90 9.96 19.67
C 7.55 7.66 20.26
H 14.42 8.43 14.91
C 18.43 11.52 18.13
C 10.28 8.86 17.14
C 9.68 14.33 17.60
H 8.93 15.53 16.00
H 11.99 17.09 21.35
S 11.74 10.36 22.78
C 15.91 11.04 19.54
H 15.64 15.18 21.01
H 15.01 13.68 24.98
C 9.67 14.87 16.32
H 10.04 6.36 21.17
C 11.83 13.96 15.80
C 14.91 13.59 23.91
H 10.75 15.04 14.35
H 15.28 12.97 18.57
C 10.68 14.60 15.38
H 12.73 12.71 17.31
H 17.96 8.85 20.23
```

Atomic partial charges in e from the Löwdin method, atoms 1 to 5: 0.147, 0.046, -0.091, 0.298, -0.298

---

Here is a molecular structure, C43H37N2P2ReSSi from the Open Molecules 2025 dataset. Energies are from ωB97M-V with the def2-TZVPD basis set.

Its spin multiplicity is 4. For the energy, the calculation gives -3218.083777 a.u. Its net charge is +3. The value obtained for the molecular weight is 890.1 u. The LUMO energy (alpha / beta) is -9.4930 / -10.2498 eV.

The geometry in XYZ format:
```
87
C43H37N2P2ReSSi (ωB97M-V with the def2-TZVPD basis set)
H 1.13 2.08 -1.61
C 5.36 1.52 -1.00
H -1.40 -4.06 0.71
C 1.46 -0.97 3.28
C 1.55 -2.37 -0.46
H -3.73 -1.34 -1.70
C -3.87 -2.68 4.01
P 1.83 -0.92 0.56
C 1.51 -2.26 -1.85
C 3.16 0.05 -0.16
H -0.13 6.32 -2.87
H 4.09 -2.39 1.62
C -2.48 -4.92 -0.93
H -3.67 -5.51 -2.61
C -2.05 -1.25 4.71
H -3.80 0.67 2.08
C 3.82 -2.41 3.75
S 0.57 7.60 0.39
C -3.77 -3.40 -2.28
C 4.11 -0.54 -0.99
H -4.09 3.74 -0.89
C -2.37 0.83 -1.02
C -4.03 2.28 0.68
H -2.15 -5.93 -0.71
P -2.00 -1.29 0.70
H -4.69 2.85 1.33
C -2.41 -1.68 2.39
H 1.45 -3.72 1.23
H 1.20 4.43 -2.31
C 0.11 5.14 -0.57
C 4.42 2.10 -0.15
C 3.45 -2.09 2.45
H -1.01 3.02 1.81
C -3.36 -2.34 -1.49
C -1.66 -1.06 3.39
C 0.25 6.61 -0.86
H 6.22 2.09 -1.33
C -0.52 4.71 0.59
C 1.21 -4.63 -2.02
H -1.14 2.03 3.97
C -3.51 -2.48 2.68
H 0.12 1.33 4.99
C -2.86 2.07 -1.42
C -3.33 -4.69 -2.00
N 0.06 2.44 0.13
H 1.26 -0.99 5.44
Si -0.13 -0.04 3.02
H 4.01 -1.57 -1.31
H -4.08 -2.95 1.89
C -3.54 1.06 1.11
H -3.42 -2.21 6.05
H 0.29 7.92 -2.40
H 1.16 -5.72 -0.18
C -3.69 2.78 -0.57
C -2.49 -2.58 -0.42
C 0.68 4.17 -1.40
H -2.61 2.46 -2.40
H -4.45 -3.23 -3.10
C -2.73 0.30 0.24
H 0.59 2.28 3.60
H 4.74 -2.96 3.93
C -2.05 -3.87 -0.14
N 0.17 6.95 -2.15
H 1.10 -5.52 -2.64
H -1.80 0.22 -1.73
C 1.85 -1.30 4.58
H 4.56 3.12 0.19
H -0.97 5.44 1.26
C 1.40 -3.62 0.15
C 3.33 1.37 0.27
H 3.32 -2.25 5.82
C 0.65 2.84 -1.01
H 1.31 -3.30 -3.71
C 1.24 -4.75 -0.64
C -3.14 -2.06 5.02
H 2.63 1.82 0.97
C 1.33 -3.39 -2.63
H -1.50 -0.79 5.53
C 5.21 0.20 -1.41
H 1.63 -1.29 -2.33
C -0.54 3.38 0.91
C 2.27 -1.39 2.23
H 5.95 -0.25 -2.05
C -0.16 1.56 3.95
Re -0.24 0.36 0.52
C 3.02 -2.01 4.81
H -4.71 -3.31 4.26
```

Atomic partial charges in e from the Löwdin method, atoms 1 to 5: 0.120, -0.026, 0.110, -0.284, -0.381

---

Here is a molecular structure, C43H37N6O3PSW from the Open Molecules 2025 dataset. Energies are from ωB97M-V with the def2-TZVPD basis set.

As for the energy above the lowest of the compared OMol25 structures with the same formula, charge and spin: 104.6 kJ/mol. For the energy, the calculation gives -3021.738196 a.u. Its net charge is 0. The value obtained for the molecular weight is 932.7 u. The LUMO energy (alpha / beta) is -0.3878 / -0.3875 eV.

The geometry in XYZ format:
```
92
C43H37N6O3PSW (ωB97M-V with the def2-TZVPD basis set)
H 2.91 -3.79 0.08
H 1.46 -4.81 0.05
C 1.11 -2.73 0.42
C -2.24 -3.89 1.66
C 1.10 2.80 4.68
H -2.71 -4.74 2.13
C 1.94 -3.96 0.53
N 2.70 -1.73 -0.77
C -1.21 0.11 -3.95
H 4.24 -2.93 -2.37
N -1.88 1.05 -1.86
C 0.23 3.62 2.59
H 1.29 -1.22 3.07
H 2.09 -4.20 1.59
C 4.69 2.18 2.42
H 5.31 -2.09 -3.48
H 2.43 1.11 4.55
P 2.59 0.66 1.43
C -2.61 1.09 4.50
C -3.00 -2.81 1.25
C -0.31 -2.76 0.83
C 0.32 3.71 3.97
C 2.34 -1.51 3.09
H -2.89 1.42 -4.10
H 6.58 -1.17 -1.47
H 6.22 3.35 3.34
H -0.24 4.47 4.51
C 5.52 3.31 0.04
O -0.30 0.22 1.91
C 4.47 2.40 0.04
C -2.36 1.58 0.29
H -4.07 -2.79 1.38
N 4.01 -0.88 -2.43
C -3.43 1.99 2.44
O 0.52 3.20 -0.34
C 1.81 1.81 4.00
C -0.87 -3.86 1.44
H 1.15 2.85 5.76
C 6.15 3.67 1.21
C 5.74 3.09 2.41
H -4.43 2.26 4.32
H 4.30 -0.04 -2.91
H 6.06 -2.51 3.11
C -1.54 0.55 3.84
C 4.09 -2.99 3.81
C -2.35 -1.73 0.67
H -1.22 0.07 -7.82
H -0.77 -0.01 4.37
C 4.87 -2.06 -2.48
C -0.26 -0.64 -4.65
C 0.91 2.63 1.92
H 5.52 -2.14 -0.43
N -1.04 -1.72 0.48
H 4.41 -3.87 4.35
C 5.01 -2.23 3.11
C 3.27 -0.72 2.40
C 4.61 -1.10 2.41
H -3.16 2.13 -0.18
C 5.97 -2.08 -1.42
H 2.02 -3.22 4.34
H -2.72 0.94 5.57
C 4.03 1.83 1.23
W 0.28 0.10 0.00
C -2.16 0.84 -4.66
C 0.65 2.30 0.44
C -2.35 1.44 1.74
H 5.84 3.75 -0.90
H -4.18 2.55 1.88
S 2.05 0.74 -1.76
H 0.48 -1.19 -4.08
H 0.47 -1.23 -6.57
H 5.34 -0.50 1.87
H 4.39 1.75 3.36
C -1.38 0.72 2.46
C -2.17 0.82 -6.04
C -1.15 0.18 -2.47
C -3.58 1.83 3.80
C 1.72 1.74 2.62
H -2.89 -0.86 0.34
H 6.96 4.39 1.21
N 1.49 -1.64 -0.11
O -0.32 -0.58 -1.83
H -0.40 4.31 2.02
C 2.96 -0.72 -1.58
H 3.97 2.15 -0.88
C -1.22 0.08 -6.74
N -1.53 1.01 -0.50
H -0.24 -4.69 1.73
C -0.27 -0.65 -6.04
H 6.62 -2.95 -1.56
H -2.92 1.39 -6.59
C 2.75 -2.63 3.80
```

Atomic partial charges in e from the Löwdin method, atoms 1 to 5: 0.065, 0.094, -0.266, -0.042, -0.077

---

Here is a molecular structure, C43H38Cl5N6O5PTa from the Open Molecules 2025 dataset. Energies are from ωB97M-V with the def2-TZVPD basis set.

As for the energy above the lowest of the compared OMol25 structures with the same formula, charge and spin: 160.2 kJ/mol. For the energy, the calculation gives -5065.460977 a.u. Its net charge is +1. The value obtained for the molecular weight is 1108.0 u. The LUMO energy is -2.4078 eV.

The geometry in XYZ format:
```
99
C43H38Cl5N6O5PTa (ωB97M-V with the def2-TZVPD basis set)
C -2.18 1.46 -5.41
C -2.83 2.79 -0.16
C 0.15 1.78 -4.00
Cl -3.24 -0.21 -3.53
N -0.75 -0.81 -0.17
C -1.71 -1.38 0.11
H 4.07 -0.48 -2.99
H -3.87 -0.03 4.57
C 3.50 -3.48 -3.98
C -0.47 0.21 2.72
C 3.33 -1.21 1.43
C 0.35 -3.74 -1.09
C 2.50 2.90 4.59
H -3.31 -3.98 0.94
H 0.91 4.83 1.75
N -1.64 2.25 -0.41
C 1.97 -4.80 -2.69
H -2.64 -2.08 3.97
C -2.01 0.80 -4.20
H 1.17 1.23 4.47
O 0.61 2.45 -0.36
C -0.52 2.93 -0.13
H -3.73 1.30 -1.18
H -0.78 2.34 2.80
H 3.37 -5.62 -4.09
H -4.28 -1.76 1.87
H -4.50 -4.45 -1.18
C -2.41 1.28 3.69
H 1.41 4.61 0.07
H 4.11 4.30 1.97
Cl -1.39 3.10 -7.41
H -3.90 -2.93 -1.88
N -3.90 2.07 -0.54
C -1.17 2.28 -5.92
O -5.34 -2.79 -0.39
H 4.29 -1.11 -4.63
C -5.08 -1.43 -0.10
C -1.19 1.36 3.04
H 1.26 -1.39 4.12
H -4.80 -0.90 -1.02
C 2.21 -0.94 2.24
H -0.47 -3.10 -1.41
C -1.82 4.71 0.74
O -0.65 0.35 -2.31
N -2.79 -2.03 0.44
H -2.95 2.18 3.95
Cl 1.62 1.94 -3.05
H 2.40 2.97 5.66
C -3.05 -3.42 0.04
C 2.99 -4.72 -3.63
H 2.78 -0.33 -4.18
H 3.89 4.52 4.43
H 4.89 -3.51 3.37
C 1.47 -3.65 -2.09
C 1.80 1.92 3.90
C -1.02 -1.03 3.04
H 4.28 -3.41 -4.73
H -1.80 5.69 1.19
H 0.00 -4.77 -1.02
H -2.15 -3.85 -0.40
C 2.09 -1.60 3.46
C 3.45 3.64 2.52
C 2.74 2.67 1.83
C 0.61 4.96 0.71
O 2.78 0.51 -0.15
H 0.41 6.01 0.51
C 3.02 -2.31 -3.40
H 5.12 -2.32 1.20
O 4.40 -0.96 -0.67
C 3.58 -0.98 -3.82
C -2.24 -1.11 3.70
H -6.01 -1.01 0.28
H -4.81 2.50 -0.55
Ta 0.98 0.24 -1.07
Cl -3.64 1.26 -6.28
C -3.97 -1.30 0.93
H 1.55 -5.76 -2.42
H -3.70 -0.26 1.12
C -2.97 4.05 0.48
C -2.93 0.04 4.04
H 2.94 -3.01 4.82
C 0.01 2.44 -5.21
P 1.04 0.37 1.71
C -4.20 -3.43 -0.95
N -0.60 4.19 0.42
H 0.67 -3.40 -0.10
C 4.14 -2.79 3.06
H -0.50 -1.94 2.77
C 2.01 -2.41 -2.44
H -3.93 4.48 0.71
C 4.28 -2.14 1.85
H 2.86 2.58 0.76
Cl 1.28 3.44 -5.79
N 1.56 -1.26 -1.79
C 3.05 -2.52 3.87
C 1.89 1.80 2.51
C 3.33 3.76 3.89
C -0.83 0.95 -3.45
C 3.57 -0.56 0.10
```

Atomic partial charges in e from the Löwdin method, atoms 1 to 5: -0.690, -0.356, -0.519, 0.734, 0.079